No. 1
The following is a DFT calculation (ωB97M-V with the def2-TZVPD basis set) of a cluster of 11 separate species, C33H66O11 in total.

The geometry in XYZ format:
```
110
C33H66O11, DFT ωB97M-V with the def2-TZVPD basis set
C -15.29 -3.58 16.91
C -13.78 -3.41 16.58
O -12.99 -3.40 17.48
C -13.34 -3.70 15.24
H -15.86 -2.78 16.45
H -15.47 -3.45 17.98
H -15.79 -4.48 16.55
H -12.59 -4.50 15.24
H -12.77 -2.92 14.74
H -14.20 -4.01 14.65
C -9.99 6.59 22.28
C -11.29 6.29 21.51
O -11.75 7.22 20.79
C -12.06 4.96 21.74
H -10.13 7.23 23.15
H -9.37 7.15 21.57
H -9.51 5.68 22.66
H -12.49 5.05 22.74
H -11.37 4.14 21.93
H -12.87 4.76 21.04
C -16.50 3.09 22.64
C -15.80 4.44 22.56
O -15.54 4.94 21.48
C -15.59 5.24 23.78
H -16.15 2.65 23.58
H -16.28 2.48 21.76
H -17.56 3.31 22.79
H -14.77 5.91 23.56
H -15.38 4.64 24.67
H -16.45 5.89 23.92
C -12.95 -1.83 23.73
C -13.98 -0.69 23.63
O -14.81 -0.53 24.56
C -14.15 0.15 22.37
H -13.56 -2.68 23.46
H -12.46 -1.94 24.70
H -12.24 -1.72 22.91
H -13.39 0.92 22.35
H -15.10 0.68 22.42
H -14.29 -0.50 21.51
C -14.54 5.17 15.12
C -15.43 4.79 16.31
O -16.31 3.96 16.20
C -15.43 5.62 17.60
H -13.56 5.60 15.33
H -15.12 5.76 14.40
H -14.34 4.26 14.56
H -14.56 5.48 18.24
H -16.36 5.33 18.08
H -15.50 6.65 17.26
C -16.03 1.14 14.63
C -16.70 -0.10 14.11
O -16.35 -1.22 14.47
C -17.83 0.08 13.08
H -16.78 1.67 15.23
H -15.73 1.80 13.82
H -15.23 0.80 15.29
H -18.39 1.01 12.97
H -18.52 -0.73 13.30
H -17.37 -0.11 12.11
C -10.52 -2.34 18.95
C -10.46 -0.80 18.91
O -10.33 -0.12 19.92
C -10.49 -0.10 17.56
H -9.78 -2.93 19.49
H -10.31 -2.67 17.93
H -11.51 -2.71 19.22
H -10.27 0.93 17.80
H -11.46 -0.11 17.05
H -9.75 -0.67 16.99
C -14.43 -0.05 17.95
C -13.69 1.28 17.80
O -13.22 1.69 16.74
C -13.44 2.09 19.16
H -15.49 0.04 18.19
H -13.89 -0.82 18.51
H -14.44 -0.38 16.91
H -12.40 1.90 19.42
H -14.00 1.79 20.05
H -13.58 3.16 19.03
C -18.90 -0.49 19.09
C -18.17 0.69 19.74
O -16.93 0.67 20.00
C -18.91 2.00 20.00
H -18.55 -1.39 19.60
H -18.80 -0.49 18.00
H -19.98 -0.53 19.12
H -19.38 1.83 20.97
H -19.56 2.43 19.24
H -18.18 2.76 20.25
C -9.31 6.16 18.07
C -10.64 6.39 17.37
O -10.75 7.31 16.54
C -11.79 5.47 17.79
H -8.47 6.41 17.42
H -8.95 5.17 18.35
H -9.29 6.68 19.03
H -12.73 5.54 17.24
H -12.00 5.61 18.85
H -11.49 4.42 17.79
C -7.25 1.95 19.49
C -7.78 3.08 20.26
O -7.30 4.25 20.28
C -8.94 2.89 21.17
H -7.09 1.02 20.02
H -6.47 2.28 18.81
H -8.15 1.74 18.91
H -8.90 1.96 21.74
H -9.83 2.89 20.53
H -9.11 3.72 21.85
```

As for the expectation value of S²: 0.757. Its total charge is +1. Its multiplicity is 2. Its LUMO energy (spin up / spin down) is -0.20417 / -0.33163 hartree. The energy above the lowest of the compared OMol25 structures with the same formula, charge and spin comes out at 58.05 kJ/mol.

Atomic partial charges in e from the Löwdin method, atoms 1 to 4:
1. C -0.013
2. C -0.504
3. O 0.047
4. C -0.019

=====

No. 2
The following is a DFT calculation (ωB97M-V with the def2-TZVPD basis set) of a structure of composition C33H67AlO25.

The geometry in XYZ format:
```
126
C33H67AlO25, DFT ωB97M-V with the def2-TZVPD basis set
Al 1.14 -3.29 3.23
C -0.14 -0.70 0.50
O 0.03 -1.88 0.90
H -0.43 -0.03 1.38
H 0.70 -0.26 -0.04
H -1.06 -0.52 -0.15
C 2.85 -0.32 7.77
C 2.61 -0.57 6.31
O 2.61 0.68 5.59
C 2.24 0.65 4.36
O 1.93 -0.29 3.73
O 2.28 1.87 3.92
C 1.78 2.09 2.65
H 2.09 0.36 8.15
H 3.83 0.06 7.99
H 2.66 -1.29 8.24
H 1.80 -1.25 6.05
H 3.50 -1.14 5.98
H 2.27 1.50 1.87
H 1.85 3.14 2.40
H 0.72 1.81 2.58
C 3.34 -3.33 -1.29
C 3.38 -1.83 -1.03
O 4.36 -1.52 -0.07
C 4.15 -1.63 1.22
O 3.15 -2.15 1.74
O 5.17 -1.10 1.84
C 5.13 -0.94 3.25
H 4.34 -3.74 -1.27
H 2.86 -3.54 -2.25
H 2.72 -3.79 -0.52
H 2.31 -1.62 -0.85
H 3.63 -1.21 -1.88
H 4.49 -1.64 3.78
H 4.70 0.03 3.58
H 6.16 -0.90 3.58
C 2.20 1.89 -1.37
C 3.15 3.05 -1.52
O 2.55 4.24 -2.05
C 1.85 5.06 -1.31
O 1.79 4.99 -0.15
O 1.26 5.89 -2.11
C 0.14 6.62 -1.62
H 2.76 0.95 -1.35
H 1.50 1.98 -2.20
H 1.69 1.87 -0.39
H 3.90 2.84 -2.28
H 3.64 3.32 -0.58
H 0.28 6.84 -0.56
H -0.68 5.88 -1.55
H -0.21 7.46 -2.19
C -2.09 1.96 4.47
C -1.58 0.55 4.33
O -2.35 -0.29 5.17
C -2.06 -1.54 5.15
O -1.14 -2.03 4.57
O -2.87 -2.15 5.92
C -2.64 -3.51 6.23
H -1.40 2.64 3.97
H -2.22 2.26 5.51
H -3.04 2.22 3.98
H -0.55 0.57 4.68
H -1.64 0.24 3.28
H -3.17 -3.80 7.13
H -1.59 -3.66 6.45
H -3.02 -4.16 5.44
C 0.53 -7.25 -2.78
C 0.56 -6.10 -3.77
O -0.74 -5.88 -4.35
C -1.60 -5.04 -3.86
O -2.62 -4.80 -4.38
O -1.12 -4.46 -2.75
C -1.88 -3.39 -2.23
H 0.06 -8.16 -3.13
H -0.01 -6.95 -1.87
H 1.57 -7.45 -2.49
H 1.21 -6.29 -4.62
H 0.87 -5.20 -3.24
H -1.68 -3.11 -1.19
H -2.94 -3.64 -2.29
H -1.73 -2.46 -2.80
C -5.35 8.20 0.04
C -4.14 7.48 0.63
O -3.93 6.26 -0.08
C -3.04 5.48 0.40
O -2.50 5.66 1.42
O -2.88 4.46 -0.40
C -1.81 3.62 -0.10
H -6.18 7.51 -0.17
H -5.12 8.63 -0.94
H -5.77 8.88 0.78
H -4.37 7.25 1.68
H -3.29 8.16 0.66
H -2.18 2.59 0.02
H -1.40 3.78 0.91
H -0.99 3.71 -0.80
C -4.23 -0.36 -4.66
C -5.12 -1.15 -3.74
O -4.52 -1.48 -2.47
C -4.46 -0.54 -1.60
O -4.71 0.59 -1.74
O -4.15 -1.10 -0.44
C -4.03 -0.23 0.68
H -4.71 -0.38 -5.64
H -3.26 -0.86 -4.71
H -4.04 0.64 -4.28
H -5.37 -2.10 -4.19
H -6.04 -0.63 -3.49
H -3.49 0.71 0.47
H -3.42 -0.79 1.38
H -4.99 0.13 1.04
C 4.29 -3.18 -6.37
C 4.12 -2.68 -4.94
O 2.75 -2.65 -4.53
C 2.18 -1.47 -4.54
O 2.69 -0.49 -4.97
O 0.93 -1.55 -4.09
C 0.22 -0.41 -3.74
H 4.34 -2.34 -7.04
H 3.48 -3.86 -6.63
H 5.14 -3.86 -6.42
H 4.63 -1.75 -4.72
H 4.57 -3.45 -4.31
H -0.45 -0.04 -4.51
H 0.92 0.40 -3.55
H -0.40 -0.44 -2.84
```

Its total charge is +2. Its LUMO energy is -0.45965 hartree. The energy above the lowest of the compared OMol25 structures with the same formula, charge and spin comes out at 0.00 kJ/mol.

Atomic partial charges in e from the Löwdin method, atoms 1 to 4:
1. Al 1.207
2. C -0.128
3. O 0.050
4. H 0.182

=====

no.,strongest force on any atom (hartree/bohr)
1,0.0976
2,0.0910